A) {
  "formula": "C4H17NO4",
  "method": "ωB97M-V with the def2-TZVPD basis set",
  "homo_energy_ev": -9.31,
  "homo_lumo_gap_ev": 10.15,
  "lumo_energy_ev": 0.8430,
  "multiplicity": 1,
  "elements": ["C", "O", "C", "C", "C", "N", "H", "H", "H", "H", "H", "H", "H", "H", "H", "H", "H", "O", "H", "H", "O", "H", "H", "O", "H", "H"],
  "positions_angstrom": [[23.00, 18.90, 22.43], [21.68, 18.37, 22.40], [20.89, 18.59, 21.25], [19.54, 19.06, 21.75], [18.39, 19.21, 20.71], [19.64, 20.32, 22.41], [23.12, 19.98, 22.42], [23.63, 18.42, 21.68], [23.45, 18.64, 23.38], [21.39, 19.30, 20.60], [20.79, 17.72, 20.60], [19.17, 18.30, 22.45], [18.30, 18.29, 20.13], [18.64, 19.96, 19.95], [17.45, 19.49, 21.20], [19.78, 21.12, 21.81], [20.53, 20.17, 22.87], [15.17, 22.75, 24.51], [16.00, 22.34, 24.24], [15.42, 23.38, 25.19], [15.05, 26.53, 27.66], [14.24, 26.99, 27.84], [15.68, 26.90, 28.29], [10.37, 22.43, 24.67], [10.40, 21.81, 25.40], [11.25, 22.40, 24.29]],
  "mulliken_charge": [-0.767, -0.350, -0.761, 0.539, -1.418, -0.650, 0.318, 0.327, 0.272, 0.359, 0.367, 0.186, 0.375, 0.358, 0.324, 0.276, 0.247, -0.646, 0.321, 0.321, -0.633, 0.318, 0.318, -0.644, 0.316, 0.327]
}



B) {
  "formula": "C4H17NO4",
  "method": "ωB97M-V with the def2-TZVPD basis set",
  "homo_energy_ev": -9.09,
  "homo_lumo_gap_ev": 9.58,
  "lumo_energy_ev": 0.4921,
  "multiplicity": 1,
  "elements": ["C", "C", "C", "N", "C", "H", "H", "H", "H", "H", "H", "H", "H", "H", "O", "H", "H", "O", "H", "H", "O", "H", "H", "O", "H", "H"],
  "positions_angstrom": [[1.67, 1.19, -2.41], [0.93, 0.10, -1.71], [1.31, -0.77, -0.79], [0.36, -1.87, -0.40], [0.38, -2.82, -1.54], [1.77, 1.10, -3.51], [1.31, 2.13, -2.14], [2.78, 1.27, -2.00], [-0.02, -0.17, -2.09], [2.23, -0.77, -0.09], [0.72, -2.31, 0.43], [0.22, -3.77, -1.21], [-0.46, -2.49, -2.25], [1.44, -3.03, -2.22], [-2.62, 0.58, -1.22], [-2.17, 1.38, -1.33], [-2.14, -0.25, -0.97], [-1.42, 1.29, 2.70], [-1.05, 0.71, 2.00], [-0.61, 1.51, 3.22], [0.38, 2.78, 1.23], [-0.47, 2.53, 1.67], [0.22, 3.27, 0.52], [-0.24, -1.21, 3.04], [-0.99, -0.66, 3.20], [0.10, -1.04, 2.18]],
  "mulliken_charge": [-1.196, -0.036, -0.098, -0.295, -0.879, 0.292, 0.289, 0.272, 0.250, 0.190, 0.300, 0.452, 0.243, 0.228, -0.626, 0.293, 0.325, -0.758, 0.323, 0.384, -0.615, 0.379, 0.263, -0.684, 0.387, 0.318]
}



Name the most stable of them. A).



A) {
  "formula": "C3H9OS",
  "method": "ωB97M-V with the def2-TZVPD basis set",
  "homo_energy_ev": -1.75,
  "homo_lumo_gap_ev": 5.65,
  "lumo_energy_ev": 3.8951,
  "total_charge": -1,
  "multiplicity": 1,
  "elements": ["C", "O", "H", "H", "H", "C", "S", "C", "H", "H", "H", "H", "H", "H"],
  "positions_angstrom": [[-1.89, 0.12, -1.24], [-0.79, 0.29, -2.15], [-1.71, 0.66, -0.31], [-2.00, -0.95, -1.04], [-2.76, 0.57, -1.73], [0.84, -1.16, 1.80], [0.40, 0.64, 1.28], [1.43, 1.16, -0.02], [0.26, -1.76, 1.11], [1.91, -1.30, 1.72], [0.51, -1.26, 2.84], [2.34, 1.68, 0.28], [-0.14, 0.84, -1.68], [1.59, 0.48, -0.86]],
  "mulliken_charge": [-0.490, -0.548, 0.214, 0.170, 0.234, -0.696, -0.412, -0.881, 0.124, 0.265, 0.237, 0.197, 0.356, 0.230]
}



B) {
  "formula": "C3H9OS",
  "method": "ωB97M-V with the def2-TZVPD basis set",
  "homo_energy_ev": -2.42,
  "homo_lumo_gap_ev": 6.36,
  "lumo_energy_ev": 3.9365,
  "total_charge": -1,
  "multiplicity": 1,
  "elements": ["C", "O", "H", "H", "H", "C", "C", "S", "H", "H", "H", "H", "H", "H"],
  "positions_angstrom": [[0.29, -3.38, -0.36], [0.75, -2.63, 0.77], [0.98, -4.23, -0.44], [-0.71, -3.71, -0.08], [0.33, -2.79, -1.25], [0.08, 3.08, 0.66], [0.32, 1.57, 0.50], [-0.76, 0.81, -0.82], [-0.88, 3.33, 0.26], [0.92, 3.64, 0.19], [0.12, 3.35, 1.75], [1.35, 1.28, 0.35], [0.08, 1.06, 1.43], [0.34, -1.74, 0.70]],
  "mulliken_charge": [-0.469, -0.528, 0.196, 0.218, 0.241, -0.882, -0.509, -0.736, 0.297, 0.187, 0.244, 0.282, 0.178, 0.282]
}



Name the most stable of them. B).



A) {
  "formula": "C4H10IP",
  "method": "ωB97M-V with the def2-TZVPD basis set",
  "homo_energy_ev": [-9.41, -7.76],
  "homo_lumo_gap_ev": [8.48, 4.68],
  "lumo_energy_ev": [-0.9240, -3.0814],
  "multiplicity": 1,
  "elements": ["C", "C", "C", "C", "P", "I", "H", "H", "H", "H", "H", "H", "H", "H", "H", "H"],
  "positions_angstrom": [[-0.60, 1.67, 0.66], [-0.24, -0.81, 1.21], [1.11, 0.01, -1.58], [-1.00, 0.15, 0.44], [-0.72, -0.07, -1.37], [0.60, -3.98, -1.25], [-0.96, 2.34, -0.08], [-0.71, 1.77, 1.74], [0.53, 1.97, 0.56], [-0.66, -1.76, 0.83], [-0.36, -0.51, 2.24], [0.87, -0.89, 1.06], [1.67, 0.54, -0.82], [1.30, 0.57, -2.52], [1.28, -1.09, -1.86], [-2.10, 0.08, 0.74]],
  "mulliken_charge": [-1.374, -1.068, -0.699, 0.355, 0.034, -0.129, 0.473, 0.357, 0.266, 0.190, 0.409, 0.233, 0.334, 0.320, 0.043, 0.255]
}



B) {
  "formula": "C4H10IP",
  "method": "ωB97M-V with the def2-TZVPD basis set",
  "homo_energy_ev": [-9.05, -7.74],
  "homo_lumo_gap_ev": [8.60, 4.18],
  "lumo_energy_ev": [-0.4449, -3.5619],
  "multiplicity": 1,
  "elements": ["C", "C", "C", "C", "P", "I", "H", "H", "H", "H", "H", "H", "H", "H", "H", "H"],
  "positions_angstrom": [[0.12, 0.58, 1.05], [0.33, 1.49, -1.34], [-0.96, -2.24, 0.11], [0.27, 0.26, -0.41], [-1.11, -0.81, -1.06], [4.13, -0.11, -0.05], [-0.54, 1.46, 1.32], [-0.30, -0.31, 1.74], [1.23, 0.73, 1.31], [0.62, 1.30, -2.42], [1.24, 2.01, -1.07], [-0.63, 1.97, -1.20], [-0.30, -2.91, -0.25], [-1.95, -2.78, 0.08], [-0.84, -1.90, 1.08], [1.26, -0.19, -0.72]],
  "mulliken_charge": [-0.852, -1.424, -0.951, 0.460, 0.001, 0.013, 0.294, 0.265, 0.131, 0.350, 0.335, 0.438, 0.315, 0.291, 0.307, 0.030]
}



Name the most stable of them. A).